one | A molecular structure, C6H10O2. Source: OMol25; level of theory: ωB97M-V with the def2-TZVPD basis set.

Geometry (Å):
C 0.310 1.350 -0.207
C -1.065 1.848 0.139
C 1.335 1.460 0.890
C -0.641 -3.012 -0.091
C -0.323 -0.993 -0.054
C 0.315 -0.540 -1.021
O -0.274 -3.974 -0.990
O -1.096 -3.319 0.975
H 0.146 -3.543 -1.745
H 0.672 1.777 -1.142
H -0.874 -0.894 0.861
H 0.958 -0.660 -1.867
H 1.002 0.954 1.798
H 2.300 1.052 0.590
H -1.039 2.931 0.311
H -1.440 1.397 1.059
H -1.778 1.653 -0.661
H 1.493 2.512 1.156

Properties
Spin multiplicity: 1
E_LUMO, eV: 0.59
Orbital gap, eV: 8.413


two | C6H10O2 in the gas phase. Source: OMol25; level of theory: ωB97M-V with the def2-TZVPD basis set.

Geometry (Å):
C -0.914 -2.015 -0.125
C -0.886 -0.688 -0.862
O -0.390 -0.677 -2.204
C 0.105 0.261 -0.125
C 1.247 0.663 -0.715
O 2.007 1.527 0.103
C 1.298 1.522 1.383
C -0.141 1.094 1.032
H -1.781 -2.733 -0.429
H 0.098 -2.411 -0.248
H -1.098 -1.891 0.987
H -1.827 -0.178 -0.904
H -1.138 -0.972 -2.826
H 1.697 0.629 -1.669
H 1.609 2.606 1.853
H 1.619 0.675 2.103
H -0.927 1.925 0.669
H -0.579 0.664 1.978

Properties
Spin multiplicity: 1
E_LUMO, eV: 0.79
Orbital gap, eV: 8.978


three | C6H10O2 in the gas phase. Source: OMol25; level of theory: ωB97M-V with the def2-TZVPD basis set.

Geometry (Å):
C -2.502 1.133 0.760
C -1.432 0.732 -0.235
C -0.493 -0.239 0.006
C 0.461 -0.877 -0.935
C 1.767 -1.168 -0.150
C 2.486 0.200 0.077
O 3.196 0.686 -0.729
O 2.230 0.605 1.337
H -2.963 2.074 0.490
H -3.268 0.364 0.893
H -1.947 1.066 1.700
H -1.755 1.005 -1.252
H -1.533 -0.754 0.096
H 0.732 -0.310 -1.836
H -0.068 -1.772 -1.275
H 2.430 -1.913 -0.561
H 1.431 -1.445 0.845
H 1.229 0.612 0.767

Properties
Spin multiplicity: 1
E_LUMO, eV: 0.04
Orbital gap, eV: 8.886


What should be chosen as the least stable of them? Choose three.


one | C4H7NO in the gas phase. Source: OMol25; level of theory: ωB97M-V with the def2-TZVPD basis set.

Geometry (Å):
N 1.649 0.909 0.143
C 1.149 -0.115 -0.627
O 1.697 -0.489 -1.646
C -0.146 -0.705 -0.150
C -1.449 -0.036 -0.497
C -0.988 -0.077 0.928
H 1.501 0.873 1.138
H 2.559 1.240 -0.139
H -0.151 -1.787 -0.229
H -1.409 0.915 -1.018
H -2.266 -0.684 -0.798
H -1.489 -0.738 1.628
H -0.667 0.869 1.355

Properties
Spin multiplicity: 1
E_LUMO, eV: 0.98
Orbital gap, eV: 10.708


two | C4H7NO in the gas phase. Source: OMol25; level of theory: ωB97M-V with the def2-TZVPD basis set.

Geometry (Å):
C 0.514 -1.279 0.356
C -0.153 0.000 -0.068
C 0.514 1.279 0.357
N -0.922 0.000 -1.492
C -1.536 0.000 -0.329
O -2.560 0.000 0.286
H 0.349 -1.450 1.425
H 0.120 -2.141 -0.191
H 1.593 -1.232 0.180
H 1.593 1.232 0.179
H 0.350 1.450 1.425
H 0.119 2.141 -0.190
H 0.019 0.000 -1.936

Properties
Spin multiplicity: 1
E_LUMO, eV: 0.70
Orbital gap, eV: 10.095


three | C4H7NO in the gas phase. Source: OMol25; level of theory: ωB97M-V with the def2-TZVPD basis set.

Geometry (Å):
O 0.937 2.069 0.253
C 1.113 0.748 0.179
C 0.023 -1.034 1.115
N -0.185 -1.226 -0.284
C -1.079 -0.213 -0.796
C 0.395 0.009 -0.878
H 0.188 2.363 -0.294
H 1.045 0.085 1.172
H -0.883 -1.013 1.722
H 0.783 -1.710 1.511
H -1.661 0.365 -0.076
H -1.602 -0.483 -1.709
H 0.859 -0.027 -1.864

Properties
Spin multiplicity: 1
E_LUMO, eV: 0.54
Orbital gap, eV: 8.038


four | C4H7NO in the gas phase. Source: OMol25; level of theory: ωB97M-V with the def2-TZVPD basis set.

Geometry (Å):
C 1.428 0.671 0.226
C 0.322 -0.074 -0.515
C -0.411 -1.179 0.159
N -1.678 -0.429 0.843
C -1.765 0.590 0.097
O -0.731 0.773 -0.944
H 1.861 1.447 -0.413
H 1.066 1.149 1.140
H 2.228 -0.027 0.495
H 0.763 -0.761 -1.260
H -0.911 -1.786 -0.605
H 0.293 -1.807 0.740
H -2.468 1.434 0.037

Properties
Spin multiplicity: 1
E_LUMO, eV: 0.99
Orbital gap, eV: 11.010


What should be chosen as the least stable of them? Choose three.


one | C4H7NO in the gas phase. Source: OMol25; level of theory: ωB97M-V with the def2-TZVPD basis set.

Geometry (Å):
O 0.854 1.092 -1.550
C 0.549 0.437 -0.380
C 0.649 -1.060 -0.125
C -0.716 -0.947 0.627
C -0.718 0.553 0.359
N 0.558 1.112 0.904
H -0.033 1.182 -1.913
H 0.603 -1.641 -1.050
H 1.507 -1.370 0.475
H -1.517 -1.461 0.085
H -0.719 -1.225 1.681
H -1.567 1.218 0.212
H 0.551 2.108 0.674

Properties
Spin multiplicity: 1
E_LUMO, eV: 0.82
Orbital gap, eV: 9.794


two | C4H7NO in the gas phase. Source: OMol25; level of theory: ωB97M-V with the def2-TZVPD basis set.

Geometry (Å):
O -2.157 -0.789 0.010
N -1.996 0.555 -0.296
C -0.912 1.060 0.067
C 0.186 0.255 0.678
C 1.427 0.264 -0.362
C 0.508 -0.839 -0.201
H -1.319 -1.038 0.427
H -0.816 2.172 -0.210
H 0.508 0.310 1.802
H 2.495 0.021 -0.004
H 1.103 0.910 -1.248
H -0.073 -1.320 -1.146
H 1.046 -1.561 0.483

Properties
Spin multiplicity: 1
E_LUMO, eV: 0.88
Orbital gap, eV: 10.862


three | 2 unconnected molecules or ions with the total composition C4H7NO. Source: OMol25; level of theory: ωB97M-V with the def2-TZVPD basis set.

Geometry (Å):
C -0.998 0.728 -1.171
C 0.405 0.732 -0.598
C 0.163 0.055 1.525
N 0.350 -1.218 1.145
C 0.733 -1.914 0.262
O 1.229 -0.096 -1.028
H -1.002 1.348 -2.078
H -1.245 -0.295 -1.475
H -1.761 1.114 -0.489
H 0.753 1.675 -0.144
H 1.063 0.500 1.947
H -0.763 0.269 2.054
H 1.095 -2.910 0.072

Properties
Spin multiplicity: 1
E_LUMO, eV: 1.06
Orbital gap, eV: 9.304


What should be chosen as the least stable of them? Choose two.


one | C4H7NO in the gas phase. Source: OMol25; level of theory: ωB97M-V with the def2-TZVPD basis set.

Geometry (Å):
O 2.189 -0.749 -0.154
N 1.503 0.462 -0.128
C 0.238 0.287 -0.131
C -0.406 -1.080 -0.185
C -1.623 -1.438 0.535
C -0.622 1.516 -0.108
H 3.113 -0.470 -0.136
H -0.327 -1.526 -1.184
H 0.204 -1.789 0.437
H -1.297 1.533 -0.972
H -1.734 -0.695 1.356
H 0.006 2.410 -0.126
H -1.243 1.540 0.795

Properties
Spin multiplicity: 1
E_LUMO, eV: -0.15
Orbital gap, eV: 8.706


two | C4H7NO in the gas phase. Source: OMol25; level of theory: ωB97M-V with the def2-TZVPD basis set.

Geometry (Å):
C -1.398 -0.710 0.312
C -0.319 -0.072 -0.554
C 0.294 1.212 0.059
O 1.647 0.835 0.386
C 1.781 -0.435 -0.062
N 0.814 -1.006 -0.638
H -1.667 -1.689 -0.096
H -2.297 -0.087 0.368
H -1.009 -0.859 1.326
H -0.710 0.111 -1.562
H -0.200 1.521 0.986
H 0.330 2.057 -0.635
H 2.751 -0.885 0.137

Properties
Spin multiplicity: 1
E_LUMO, eV: 1.03
Orbital gap, eV: 10.630


What should be chosen as the least stable of them? Choose one.


one | A molecular structure, C4H7NO. Source: OMol25; level of theory: ωB97M-V with the def2-TZVPD basis set.

Geometry (Å):
O -2.238 0.587 0.608
C -1.132 0.133 0.496
C 0.242 0.603 1.024
C 1.195 0.084 -0.080
C 0.109 -0.393 -1.025
N -0.781 -1.146 -0.147
H 0.360 1.668 1.236
H 0.314 0.038 1.957
H 1.768 0.867 -0.581
H 1.881 -0.688 0.283
H -0.497 0.630 -1.096
H 0.332 -0.826 -2.002
H -1.552 -1.557 -0.672

Properties
Spin multiplicity: 1
E_LUMO, eV: 1.05
Orbital gap, eV: 10.614


two | C4H7NO in the gas phase. Source: OMol25; level of theory: ωB97M-V with the def2-TZVPD basis set.

Geometry (Å):
C 1.394 -0.676 -0.094
C 0.071 0.032 -0.255
C -0.174 1.321 0.445
N -0.262 0.521 -1.515
C -1.089 -0.765 0.426
O -2.206 -0.881 0.004
H 1.391 -1.585 -0.702
H 2.219 -0.034 -0.409
H 1.541 -0.933 0.961
H -0.763 1.279 1.378
H -0.093 2.296 -0.010
H -1.266 0.610 -1.628
H -0.764 -1.186 1.399

Properties
Spin multiplicity: 1
E_LUMO (spin up / spin down), eV: -0.25 / -0.42
Orbital gap (spin up / spin down), eV: 8.872 / 9.156


What should be chosen as the least stable of them? Choose two.


one | C4H7NO in the gas phase. Source: OMol25; level of theory: ωB97M-V with the def2-TZVPD basis set.

Geometry (Å):
C -1.662 -0.243 0.510
C -0.338 -0.597 -0.108
C 0.239 0.122 -1.299
N 0.615 0.444 0.042
C 1.833 0.551 0.644
O 2.812 1.017 0.111
H -1.452 -0.101 1.566
H -2.400 -1.029 0.339
H -2.035 0.714 0.130
H 0.008 -1.621 0.062
H 0.957 -0.398 -1.935
H -0.365 0.887 -1.777
H 1.788 0.255 1.715

Properties
Spin multiplicity: 1
E_LUMO, eV: 0.93
Orbital gap, eV: 10.691


two | C4H7NO in the gas phase. Source: OMol25; level of theory: ωB97M-V with the def2-TZVPD basis set.

Geometry (Å):
O -1.209 -2.292 0.136
C -0.633 -1.521 -0.603
N 0.045 -0.431 -0.189
C 0.200 -0.109 1.199
C 0.099 1.300 1.479
C 0.694 0.473 -1.077
H -0.610 -1.629 -1.707
H -0.642 -0.522 1.783
H 1.105 -0.518 1.649
H -0.773 1.700 0.938
H 1.625 0.843 -0.569
H 1.064 0.039 -2.007
H 0.155 1.371 -1.394

Properties
Spin multiplicity: 1
E_LUMO (spin up / spin down), eV: -0.66 / -0.66
Orbital gap (spin up / spin down), eV: 8.508 / 8.487


three | A molecular structure, C4H7NO. Source: OMol25; level of theory: ωB97M-V with the def2-TZVPD basis set.

Geometry (Å):
C 0.019 0.011 -0.036
C -0.392 -1.030 -1.034
C -1.089 0.717 0.691
N 1.109 0.816 -0.437
C 1.967 0.494 0.428
O 3.093 0.518 0.816
H 0.897 -0.481 0.990
H -0.740 -0.491 -1.922
H -0.698 1.379 1.460
H 0.461 -1.632 -1.339
H -1.205 -1.655 -0.671
H -1.814 0.019 1.106
H -1.606 1.335 -0.051

Properties
Spin multiplicity: 1
E_LUMO, eV: -0.20
Orbital gap, eV: 9.651


four | 3 unconnected molecules or ions with the total composition C4H7NO. Source: OMol25; level of theory: ωB97M-V with the def2-TZVPD basis set.

Geometry (Å):
O -2.703 -0.699 1.374
C -1.515 -0.581 1.156
C -0.948 0.435 0.268
N 0.389 0.587 0.225
C 1.229 0.738 -0.800
C 1.461 -0.399 0.109
H -0.775 -1.282 1.600
H -1.559 1.296 0.009
H -0.732 -0.129 -1.508
H 1.756 1.584 -1.214
H 0.062 0.098 -1.797
H 1.172 -1.386 -0.267
H 2.197 -0.390 0.912

Properties
Spin multiplicity: 1
E_LUMO (spin up / spin down), eV: -0.18 / -0.18
Orbital gap (spin up / spin down), eV: 8.425 / 8.426


What should be chosen as the least stable of them? Choose four.